The following is a quantum chemistry calculation of a 6-piece molecular cluster, C15H33F3O8S overall at a distorted geometry, from the Open Molecules 2025 dataset.

Values from the calculation:
**Frontier orbital gap**: 2.889 eV
**HOMO level**: -1.23 eV
**Strongest force on any atom**: 4.14 eV/A
**E**: -1890.72330 Ha

```
! wB97M-V def2-TZVPD RIJCOSX def2/J DEFGRID3
* xyz -2 1
O 17.580 14.085 -4.287
H 17.688 13.267 -3.795
H 16.701 14.446 -4.150
H 18.122 14.808 -3.962
C 10.421 15.387 -6.537
C 11.890 15.539 -6.955
C 11.923 15.980 -8.493
O 12.569 16.329 -5.982
H 9.779 14.755 -7.152
H 9.965 16.348 -6.298
H 10.353 14.938 -5.546
H 12.425 14.590 -6.910
H 11.325 15.336 -9.137
H 12.959 16.037 -8.828
H 11.535 16.997 -8.557
C 21.859 20.506 -1.663
C 21.885 18.981 -1.685
C 22.696 18.455 -0.347
O 20.599 18.494 -1.944
H 21.351 20.841 -0.758
H 21.458 20.864 -2.611
H 22.870 20.874 -1.486
H 22.388 18.728 -2.618
H 22.280 19.012 0.492
H 23.778 18.588 -0.331
H 22.555 17.376 -0.276
C 19.140 10.609 2.945
F 18.904 9.293 3.216
F 19.244 11.307 4.114
F 20.263 10.722 2.348
S 17.765 11.392 1.801
O 17.818 12.881 1.967
O 18.118 11.092 0.370
O 16.506 10.768 2.268
C 16.378 7.328 -8.342
C 17.250 6.512 -7.359
C 17.517 7.389 -6.204
O 17.429 8.633 -6.791
C 17.058 8.711 -8.178
H 15.297 7.392 -8.216
H 16.427 6.983 -9.375
H 18.143 6.180 -7.889
H 16.647 5.661 -7.042
H 18.464 7.099 -5.751
H 16.648 7.356 -5.546
H 18.002 8.784 -8.718
H 16.450 9.596 -8.365
C 20.119 16.982 -10.833
C 19.783 18.152 -11.710
C 18.837 19.021 -10.849
O 19.239 18.625 -9.549
C 20.315 17.663 -9.542
H 21.007 16.507 -11.251
H 19.293 16.291 -10.662
H 19.421 17.950 -12.718
H 20.643 18.726 -12.056
H 17.828 18.619 -10.945
H 18.867 20.073 -11.132
H 20.268 16.935 -8.732
H 21.207 18.277 -9.415
*
```